The following is a DFT calculation (wB97M-V/def2-TZVPD) of a 2-piece molecular cluster, C42H40N3O overall.

```
86
Properties=species:S:1:pos:R:3:lowdin_charge:R:1
O -0.76553 2.48357 3.87866 -0.07
N 1.50637 2.54184 9.61059 -0.19
N 0.59202 3.36437 1.45416 0.02
N -7.71294 4.85506 7.75962 -0.18
C 1.49451 2.87044 2.36731 0.00
C -0.65416 8.84435 2.24787 -0.06
C -5.36391 1.09570 2.57944 -0.08
C 0.63373 3.22776 8.82062 -0.21
C -1.20424 4.79755 8.54922 -0.02
C -8.74921 5.67364 7.17536 -0.05
C 2.50798 3.92068 0.01025 -0.15
C -2.72825 2.07942 2.64679 -0.14
C 1.62963 8.21141 2.77329 -0.07
C 0.75971 4.61447 -2.07085 -0.05
C -4.87212 1.86760 1.52131 -0.08
C -6.38692 5.03654 7.52881 -0.20
C -1.13629 7.81138 3.05608 -0.01
C -3.21806 1.27461 3.69717 -0.02
C -4.11294 4.21510 7.66067 0.00
C -0.22839 4.22987 9.35263 0.00
C -1.27095 4.52454 7.15440 -0.20
C 1.90615 2.98192 10.92793 -0.05
C -4.52148 0.78021 3.65456 -0.08
C -3.65389 5.21307 6.75776 -0.17
C -8.23707 3.76590 8.55077 -0.05
C -3.55717 2.34194 1.54882 -0.03
C 0.51830 2.89570 7.44927 0.00
C -0.76289 3.45630 1.74859 -0.04
C 2.86142 2.89541 2.14707 -0.04
C 1.09023 3.82893 0.20950 -0.10
C -4.60541 6.16259 6.29546 0.00
C 3.01532 4.44480 -1.21256 -0.02
C -0.23401 6.91170 3.68879 -0.20
C 2.14837 4.78404 -2.23824 -0.07
C -5.44066 4.09810 8.02343 0.00
C 3.38099 3.45514 0.99570 -0.02
C 0.24086 4.12450 -0.85922 0.00
C -1.35751 2.68780 2.78522 -0.35
C 1.15857 7.15970 3.55011 -0.02
C 0.72730 9.04275 2.08601 -0.06
C -0.37387 3.57680 6.64736 -0.03
C -0.65477 5.82830 4.52819 0.04
C -5.92454 6.11756 6.72064 0.00
C -2.27530 5.16115 6.28682 -0.06
C -1.94125 5.66094 5.00950 -0.01
C 2.24418 1.42085 9.07173 -0.06
H 1.86127 6.50840 4.07671 0.12
H -1.91637 5.50082 8.98472 0.13
H -6.61949 6.90685 6.42531 0.10
H -9.58897 5.01319 6.92718 0.10
H -0.83092 3.93951 -0.78484 0.10
H 3.49389 2.46250 2.91495 0.11
H -5.51384 2.12756 0.67997 0.10
H 4.45533 3.52370 0.84696 0.12
H -3.14988 2.94759 0.74116 0.10
H -8.32463 2.84333 7.95746 0.11
H 3.11151 1.76672 8.48705 0.10
H -1.38694 3.98524 1.03393 0.09
H 2.53629 5.17901 -3.17879 0.11
H -0.15321 4.50973 10.40492 0.10
H -4.90130 0.16503 4.46862 0.10
H -3.39886 3.49505 8.05890 0.12
H -4.28365 6.97171 5.63679 0.12
H 2.98606 2.83164 11.04208 0.09
H 1.40008 2.40127 11.71142 0.10
H 1.12989 2.11179 6.99854 0.10
H 1.68702 4.04072 11.08328 0.08
H -2.58661 1.04920 4.55854 0.11
H -6.40814 0.77971 2.57679 0.10
H -5.75581 3.27865 8.67328 0.10
H 0.07695 4.85406 -2.89023 0.11
H -9.11205 6.40780 7.91027 0.11
H 1.07680 2.46352 3.27666 0.11
H 0.13723 5.19954 4.91946 0.11
H -9.24374 4.06423 8.86011 0.09
H -8.41913 6.19134 6.27206 0.08
H 1.60023 0.82686 8.41387 0.09
H 1.10161 9.86325 1.46601 0.11
H 4.09779 4.56228 -1.33586 0.12
H -2.77895 5.98881 4.39387 0.11
H -2.20953 7.67607 3.20023 0.11
H -1.35063 9.52322 1.74787 0.11
H -0.40000 3.32989 5.59280 0.08
H 2.60085 0.78610 9.88787 0.10
H -7.63242 3.56337 9.43974 0.09
H 2.70404 8.40205 2.70593 0.11
```

Results
**Net charge**: +1
**ΔE to the lowest compared entry with this formula, charge and spin**: 8.1 kJ/mol
**2S+1**: 1

---

The following is a DFT calculation (wB97M-V/def2-TZVPD) of a 2-piece molecular cluster, C5H8ClF4N3O4 overall.

```
25
Properties=species:S:1:pos:R:3:nbo_charge:R:1
Cl -2.15271 -2.27830 2.42468 2.54
F 3.07097 -0.41757 -1.65086 -0.31
F 2.29268 -2.28273 0.08673 -0.30
F 0.46326 -1.18981 0.39226 -0.30
F 1.17465 -1.24021 -2.13446 -0.31
O -1.06870 -2.46693 3.35926 -0.86
O -2.12238 -3.31696 1.42286 -0.87
O -3.41367 -2.30184 3.11985 -0.86
O -1.99245 -0.98218 1.76759 -0.95
N -0.16298 2.48195 -0.18944 -0.55
N -2.04669 1.06662 -0.69277 -0.67
N -0.05016 1.17393 -1.94081 -0.55
C 1.22960 0.94095 -1.24676 -0.14
C 1.74086 -1.08541 0.12070 0.52
C -0.87404 1.54954 -0.92005 0.69
C 1.79834 -0.46390 -1.25495 0.61
C 1.10389 1.70438 0.08275 -0.23
H -0.39572 0.40534 -2.50790 0.41
H -0.66691 2.56117 0.69556 0.39
H 1.95409 1.51783 -1.82468 0.24
H -2.38134 0.34224 -1.31152 0.44
H 2.24847 -0.47597 0.86693 0.13
H 0.87621 1.06237 0.93117 0.23
H 1.95017 2.34176 0.28397 0.24
H -2.57541 1.35373 0.11990 0.45
```

Results
**Net charge**: 0
**2S+1**: 1
**Electronic energy**: -1519.88791 a.u.

---

The following is a DFT calculation (wB97M-V/def2-TZVPD) of C34H30O6PS6SbSiZr as an isolated structure.

```
80
Properties=species:S:1:pos:R:3:lowdin_charge:R:1
Sb 0.38308 4.35745 0.81341 0.01
Zr -1.21754 1.45260 1.43568 1.23
S -1.76825 3.68318 0.17515 -0.01
S 1.85003 3.90706 -0.84876 -0.15
S -1.06683 0.42454 -1.13996 0.28
S 1.20208 2.26732 2.30769 0.51
S -2.48530 -0.42505 -4.05168 0.12
S 0.44021 6.17034 2.10733 -0.19
P -1.26674 0.81896 -3.12943 0.07
Si 0.22037 -1.82115 1.11108 0.45
O -2.99899 1.14830 2.29655 -0.28
O -0.92397 0.61528 4.40826 -0.17
O -1.57231 2.66706 3.06941 -0.37
O -0.51346 -0.44714 1.57826 -0.54
O 0.90467 3.66346 4.60202 0.03
O -3.74414 2.74733 3.82946 0.05
C 1.95726 -1.50386 0.47287 -0.21
C 0.78459 -3.01574 5.04354 -0.09
C -3.11423 4.23409 -4.41155 -0.10
C 0.77249 -4.40372 4.98975 -0.12
C -2.67748 1.94065 3.44074 -0.80
C 2.15987 1.29303 -5.36543 -0.10
C -2.30049 -4.30819 -1.93547 -0.10
C 0.56454 -5.04073 3.77518 -0.11
C 2.92958 -2.50609 0.55158 -0.10
C 3.64441 -0.04272 -0.48485 -0.08
C -2.25710 5.22516 -3.95069 -0.10
C -1.11963 4.88249 -3.23316 -0.10
C -2.82872 2.89914 -4.16244 -0.11
C 2.34135 -0.27365 -0.06180 -0.11
C 4.22815 -2.29271 0.11195 -0.11
C 0.41119 0.65025 -3.83238 -0.37
C -2.86142 -3.86440 -0.74468 -0.09
C 0.39657 -2.89463 2.65051 -0.20
C 1.17613 -0.44981 -3.45310 -0.11
C 0.91240 1.51669 -4.79783 -0.08
C 0.08188 1.45552 4.90289 -0.19
C -0.84013 3.55007 -2.97131 -0.20
C 0.59875 -2.27448 3.88564 -0.07
C -0.76672 -2.81080 -0.12911 -0.26
C -0.22193 -3.27336 -1.32475 -0.11
C 2.41795 -0.67596 -4.02039 -0.09
C 4.59009 -1.05319 -0.40204 -0.11
C -2.09932 -3.12725 0.14700 -0.09
C 0.61714 2.64017 4.06826 -0.70
C -1.69297 2.55404 -3.44058 -0.40
C -2.26268 1.05347 4.61502 -0.09
C 0.37429 -4.28896 2.62180 -0.10
C -0.97880 -4.01220 -2.22467 -0.09
C 2.91563 0.19780 -4.97946 -0.11
H 0.19328 -4.80059 1.68151 0.10
H -0.21126 1.90507 5.85838 0.13
H -2.87648 0.15486 4.65825 0.14
H 0.93027 -2.50962 5.99100 0.10
H 0.04632 3.29356 -2.40059 -0.02
H 2.68106 -3.47462 0.97490 0.09
H 0.80504 -3.02957 -1.57625 0.09
H -2.56078 -2.76322 1.05958 0.11
H 0.79547 -1.12139 -2.69303 0.06
H 0.95728 0.81585 5.06545 0.13
H -2.48144 6.26814 -4.14313 0.09
H -4.00488 4.50119 -4.96801 0.09
H -3.90120 -4.07470 -0.52329 0.09
H -2.90199 -4.86328 -2.64565 0.09
H -0.54431 -4.32507 -3.16609 0.10
H -2.34501 1.61829 5.54872 0.13
H -3.84960 3.37622 3.10303 0.11
H 3.00482 -1.52676 -3.69635 0.10
H -0.45394 5.64584 -2.85013 0.10
H 5.60674 -0.87460 -0.73361 0.09
H 1.62382 0.53087 -0.17236 0.04
H 0.54166 -6.12351 3.72661 0.09
H 0.91537 -4.98564 5.89330 0.09
H 0.57734 -1.19324 3.93756 0.08
H 2.54286 1.98667 -6.10444 0.09
H 3.89338 0.02839 -5.41484 0.09
H 3.89941 0.93297 -0.88026 0.10
H 4.96303 -3.08685 0.18178 0.09
H 0.33341 2.37710 -5.10578 0.10
H -3.47523 2.10798 -4.52171 0.05
```

Results
**Net charge**: -2
**ΔE to the lowest compared entry with this formula, charge and spin**: 195.2 kJ/mol
**2S+1**: 1

---

The following is a DFT calculation (wB97M-V/def2-TZVPD) of C24H37N2O4ReSi3 as an isolated structure.

```
71
Properties=species:S:1:pos:R:3:lowdin_charge:R:1
Re -0.20064 -1.00902 0.11507 1.69
Si 1.55423 0.83187 -2.15211 0.45
Si 0.96394 1.81858 0.88703 0.36
Si 2.85857 -0.69161 0.32351 0.43
O 0.30084 -2.55118 0.92198 -0.27
O -0.48511 1.27739 1.53996 -0.37
O -1.43456 0.21202 -0.82262 -0.27
O -2.26857 2.88321 -0.82145 0.06
N -3.22305 -0.91717 0.03340 0.12
N -2.16308 -1.63581 0.57793 -0.13
C -1.36601 1.93421 2.44323 -0.10
C -2.51319 -2.60980 1.35308 -0.01
C 2.75924 -1.09011 2.17164 -0.19
C 3.07858 -2.32898 -0.57486 -0.18
C -3.34771 2.33751 -1.43903 -0.25
C 4.42194 0.30187 0.05780 -0.15
C 0.74262 3.47386 0.05703 -0.13
C -1.60112 -3.51911 1.99821 -0.14
C -1.25252 -5.39548 3.47980 -0.05
C -4.79851 0.48941 -2.00713 -0.02
C -5.65566 1.35114 -2.65796 -0.07
C 2.15217 2.12895 2.29184 -0.14
C 2.02877 -0.66513 -3.18180 -0.18
C -0.22182 -3.49595 1.76876 -0.25
C 2.92385 2.11781 -2.26619 -0.16
C 0.11362 -5.34759 3.22604 -0.03
C 0.05920 1.55014 -3.03081 -0.16
C -4.21849 3.20480 -2.08935 0.01
C -2.10253 -4.49267 2.86826 0.00
C 0.64238 -4.39732 2.36303 0.02
C -5.35790 2.71089 -2.69429 -0.05
C -2.75167 0.03887 -0.69309 -0.37
C 1.28928 0.33463 -0.28132 -0.59
C -3.63329 0.96853 -1.40287 -0.09
H 5.19716 -0.17623 0.66082 0.05
H -5.00933 -0.57013 -1.95931 0.12
H 2.17822 -2.93156 -0.68087 0.02
H 3.15440 2.38320 1.94673 0.04
H 1.77141 -1.00866 2.62461 0.03
H -1.35214 3.01546 2.29409 0.09
H -0.72651 0.82125 -3.21179 0.04
H 0.16523 4.11827 0.72472 0.05
H 1.76596 -0.45417 -4.21991 0.04
H -1.65911 2.18238 -0.55571 0.05
H 1.69951 -4.34866 2.14713 0.12
H -1.65172 -6.14189 4.15086 0.12
H 3.43090 -0.44117 2.73232 0.03
H -2.37934 1.57634 2.25766 0.09
H 3.09575 -0.88208 -3.16039 0.03
H 2.75898 2.72221 -3.15934 0.05
H 3.91311 1.66875 -2.35925 0.03
H 1.48970 -1.56595 -2.88654 0.03
H -6.54865 0.97356 -3.13425 0.11
H 0.77648 -6.05834 3.70030 0.12
H 2.95038 2.79946 -1.41787 0.02
H -6.02577 3.39444 -3.20092 0.11
H -3.16743 -4.53016 3.05475 0.13
H 4.75413 0.28466 -0.98037 0.03
H 1.71331 3.95289 -0.07433 0.04
H -0.39112 2.44048 -2.59446 0.02
H 0.46417 1.84120 -4.00506 0.05
H 3.79234 -2.91407 0.01094 0.05
H 1.77647 3.00486 2.82800 0.05
H 0.23466 3.46790 -0.90454 0.02
H -3.98338 4.25982 -2.10194 0.13
H -1.08584 1.70782 3.47292 0.09
H 2.22446 1.31369 3.00614 0.02
H -3.57932 -2.75133 1.50142 0.15
H 3.10716 -2.11392 2.32035 0.03
H 3.50537 -2.19903 -1.56524 0.02
H 4.34657 1.33992 0.37558 0.03
```

Results
**Net charge**: +1
**2S+1**: 2
**Electronic energy**: -2293.81890 a.u.